Below is a molecular structure, C32H38ClN5O7SiZn, with properties calculated with ωB97M-V/def2-TZVPD.

CARTESIAN COORDINATES (ANGSTROEM)
O  0.191  -2.277  -1.798
H  3.328  -1.249  1.984
C  3.402  2.179  -3.861
H  3.911  2.526  -0.522
H  -2.753  -1.602  -3.333
C  2.050  1.991  -3.862
N  -6.178  -1.492  -0.480
C  0.461  2.790  2.866
H  -1.986  -2.187  3.552
H  -2.586  -1.971  -1.609
H  2.540  0.043  -0.069
C  -2.062  -1.577  -2.484
C  -1.587  -3.183  1.670
O  -0.285  -0.308  -0.007
H  -3.661  -2.861  1.148
H  -1.003  -4.578  3.226
H  -0.875  -2.051  -4.942
O  -0.974  1.864  -1.927
H  0.723  -2.508  -4.305
C  -0.849  4.429  1.486
H  -3.081  -4.507  0.861
C  -3.915  1.067  0.258
C  -1.332  5.775  1.406
C  1.867  1.232  3.607
C  -0.184  -1.933  -4.102
C  3.176  -3.285  -0.804
H  0.339  -3.994  2.211
H  -0.799  -5.194  1.572
N  -2.803  1.225  0.528
H  2.500  -3.349  -1.656
C  -5.756  -0.430  -0.294
H  -2.006  -1.108  2.136
H  3.458  -3.018  1.919
H  5.153  2.538  -2.658
C  1.970  2.160  -1.392
H  -0.311  -4.477  -3.157
O  -1.048  3.632  0.513
H  0.093  -0.879  -4.017
H  2.685  0.810  4.165
H  1.521  1.842  -4.799
N  1.505  2.562  3.713
H  -0.470  -1.697  2.782
H  -1.580  7.684  2.303
C  2.910  -0.794  -0.663
C  -5.266  0.873  -0.063
C  -1.193  -3.886  -2.892
C  1.314  1.990  -2.662
C  3.611  -2.095  1.354
H  0.973  -0.296  2.284
H  0.454  4.755  4.648
N  0.144  1.666  2.256
C  -0.115  1.841  -2.798
H  -0.422  7.037  4.426
O  -1.160  -2.864  0.347
H  3.962  -0.621  -0.905
H  1.989  3.277  4.220
C  -3.029  -3.656  1.545
H  -1.796  -0.545  -2.276
C  2.759  -2.115  0.088
H  -0.448  1.695  -3.847
H  -1.566  -4.226  -1.925
C  -0.821  -2.408  -2.798
C  -0.024  5.049  3.717
N  -6.896  2.852  -0.227
H  -1.849  6.036  0.490
H  -1.968  -4.050  -3.648
H  2.343  -0.808  -1.598
C  -1.177  6.683  2.422
Si  0.006  -1.829  -0.211
O  1.396  2.104  -0.277
C  -0.520  6.333  3.610
C  -6.149  1.970  -0.153
C  1.014  0.698  2.696
C  4.080  2.384  -2.646
Zn  -0.669  1.612  0.261
O  1.414  -2.347  0.521
C  -0.705  -4.309  2.207
C  -1.511  -1.967  2.591
Cl  4.311  2.182  -5.365
C  3.396  2.382  -1.465
H  4.200  -3.154  -1.169
H  3.120  -4.221  -0.241
C  -0.150  4.102  2.696
H  4.673  -2.003  1.107
H  -3.427  -3.962  2.517

Its charge is -2. The HOMO-LUMO gap is 6.60 eV. The LUMO energy comes out at 4.08 eV. The value obtained for the energy is -124412.5144 eV.